{"formula": "C50H50CoN12O2P", "method": "ωB97M-V with the def2-TZVPD basis set", "e_tot_ev": -121547.212, "total_charge": 2, "fmax_ev_per_a": 0.250, "spin_multiplicity": 5, "gap_ha": [0.2129, 0.1224], "species": ["Co", "C", "C", "C", "C", "N", "C", "N", "C", "N", "C", "N", "C", "C", "C", "C", "C", "N", "C", "C", "C", "C", "C", "C", "H", "H", "H", "H", "H", "H", "H", "H", "H", "H", "H", "H", "C", "O", "C", "C", "C", "C", "C", "C", "C", "N", "C", "C", "N", "C", "C", "C", "C", "N", "C", "C", "N", "C", "C", "C", "C", "H", "H", "H", "H", "H", "H", "H", "H", "H", "H", "H", "H", "H", "H", "O", "P", "N", "C", "C", "C", "C", "N", "C", "C", "C", "C", "N", "C", "C", "C", "C", "H", "H", "H", "H", "H", "H", "H", "H", "H", "H", "H", "H", "H", "H", "H", "H", "H", "H", "H", "H", "H", "H", "H", "H"], "coordinates": [[0.15091, 0.15094, -0.27894], [1.25044, -4.05931, -0.82695], [0.14962, -4.65830, -1.41714], [-1.02792, -3.93837, -1.50312], [-1.08432, -2.64113, -0.99084], [0.00625, -2.04212, -0.46363], [1.13180, -2.75026, -0.38766], [-2.34594, -2.06409, -1.02584], [-2.66036, -1.00851, -0.34741], [-1.77922, -0.23544, 0.35963], [-2.49697, 0.57303, 1.18760], [-2.00095, 1.30438, 2.13970], [-0.68445, 1.23359, 2.55267], [-0.41958, 1.89604, 3.75412], [0.83380, 1.79798, 4.32975], [1.79725, 1.03770, 3.68863], [1.47402, 0.44790, 2.47485], [0.27681, 0.53795, 1.90160], [-3.93533, 0.41551, 0.90974], [-5.05609, 0.99475, 1.47117], [-6.29055, 0.60925, 0.95945], [-6.38894, -0.34153, -0.05613], [-5.25746, -0.95405, -0.58599], [-4.03504, -0.54875, -0.08908], [2.18966, -4.58145, -0.71740], [0.20454, -5.67001, -1.79437], [-1.92925, -4.35390, -1.92907], [1.99178, -2.23975, 0.03005], [-1.22599, 2.44607, 4.21611], [1.04987, 2.29278, 5.26633], [2.78652, 0.90963, 4.10221], [2.22605, -0.10937, 1.92835], [-4.97575, 1.72208, 2.26678], [-7.19362, 1.04703, 1.36107], [-7.36651, -0.62043, -0.42423], [-5.33145, -1.71519, -1.35022], [11.21426, 4.53702, -7.46343], [10.64869, 5.08458, -6.27921], [9.56556, 4.48674, -5.75411], [9.07726, 5.04770, -4.56855], [7.97093, 4.51319, -3.95521], [7.31953, 3.40213, -4.50353], [7.81008, 2.85267, -5.68170], [8.92516, 3.38133, -6.31260], [6.15021, 2.86422, -3.81751], [5.58503, 3.39478, -2.75168], [4.55048, 2.56234, -2.44542], [4.47115, 1.51235, -3.33101], [5.50328, 1.72053, -4.21370], [3.43637, 0.53493, -3.28351], [3.22202, -0.46715, -4.24166], [2.12475, -1.28044, -4.12714], [1.26957, -1.11116, -3.03567], [1.46296, -0.19830, -2.10019], [2.51904, 0.63232, -2.21727], [2.60532, 1.72355, -1.26108], [1.64636, 1.79224, -0.31361], [1.61097, 2.85991, 0.46485], [2.53935, 3.90195, 0.38519], [3.55052, 3.81906, -0.53825], [3.58921, 2.71171, -1.39592], [12.08269, 5.14827, -7.68742], [10.50735, 4.59019, -8.29395], [11.52790, 3.50341, -7.30506], [9.59094, 5.90379, -4.15434], [7.59297, 4.94391, -3.03914], [7.32864, 2.00029, -6.14648], [9.27998, 2.93519, -7.22855], [5.78887, 1.12375, -4.96977], [3.90239, -0.58182, -5.07527], [1.91227, -2.04564, -4.85950], [0.39804, -1.74472, -2.93256], [0.80892, 2.90993, 1.19039], [2.44977, 4.74863, 1.05048], [4.30273, 4.58958, -0.64128], [-0.89330, 1.51019, -1.51668], [-1.78725, 2.25634, -2.46692], [-2.71478, 3.45603, -1.84736], [-2.02147, 4.66013, -1.33810], [-3.04665, 5.30974, -0.41100], [-3.84332, 4.11803, 0.11320], [-3.98964, 3.25808, -1.13410], [-0.82842, 2.98766, -3.58001], [0.63323, 3.10927, -3.48904], [1.00666, 3.93088, -4.72097], [-0.21987, 4.81155, -4.94128], [-1.37246, 3.86054, -4.63451], [-2.86380, 1.22364, -3.16155], [-4.10566, 1.66100, -3.83873], [-4.06178, 0.96404, -5.19224], [-3.37258, -0.35533, -4.86276], [-2.29011, 0.05834, -3.86787], [-1.72289, 5.31536, -2.15731], [-1.11857, 4.37742, -0.78407], [-3.69911, 5.97112, -0.98372], [-2.57654, 5.90027, 0.37279], [-4.80326, 4.39610, 0.54467], [-3.26409, 3.58449, 0.87290], [-4.81710, 3.62090, -1.75091], [-4.16261, 2.20364, -0.93006], [1.10133, 2.12657, -3.49744], [0.92706, 3.62430, -2.56723], [1.14817, 3.27169, -5.58021], [1.92593, 4.49598, -4.57408], [-0.27970, 5.22641, -5.94534], [-0.21964, 5.64143, -4.23110], [-1.64065, 3.27461, -5.51954], [-2.26858, 4.37629, -4.28639], [-4.15074, 2.74625, -3.91490], [-4.97238, 1.32849, -3.25942], [-3.45476, 1.54120, -5.89347], [-5.05179, 0.83706, -5.62594], [-2.95714, -0.85462, -5.73622], [-4.07723, -1.03999, -4.38622], [-1.36881, 0.34708, -4.38909], [-2.05017, -0.74220, -3.16716]], "lowdin_charge": [0.7552, -0.0202, -0.0185, 0.0256, -0.3110, 0.0543, -0.1218, 0.2263, -0.2470, 0.1264, -0.2403, 0.2387, -0.3063, 0.0289, -0.0168, -0.0150, -0.1188, 0.0593, -0.1242, -0.0007, -0.0375, -0.0385, 0.0109, -0.1086, 0.1210, 0.1251, 0.1271, 0.1174, 0.1273, 0.1258, 0.1220, 0.1176, 0.1251, 0.1168, 0.1162, 0.1224, -0.0589, -0.0601, -0.2723, 0.0219, -0.0111, -0.1650, -0.0240, -0.0027, -0.2397, 0.1979, -0.1746, -0.1261, 0.1927, -0.0676, 0.0262, -0.0147, -0.1147, 0.0740, -0.1577, -0.1554, 0.0612, -0.1153, -0.0127, 0.0379, -0.0682, 0.0985, 0.0985, 0.0987, 0.1280, 0.1144, 0.1058, 0.1074, 0.1515, 0.1247, 0.1192, 0.1018, 0.1063, 0.1181, 0.1308, -0.2993, 0.5562, -0.1820, -0.1729, -0.1526, -0.1636, -0.1815, -0.1750, -0.1730, -0.1527, -0.1564, -0.1833, -0.1668, -0.1868, -0.1567, -0.1560, -0.1921, 0.1081, 0.1082, 0.1212, 0.1164, 0.1194, 0.0993, 0.1222, 0.0917, 0.0955, 0.1136, 0.1177, 0.1162, 0.1187, 0.1126, 0.1136, 0.1080, 0.1050, 0.1146, 0.1088, 0.1197, 0.1164, 0.1142, 0.1122, 0.0820]}